This record from the Open Molecules 2025 dataset describes a 2-piece molecular cluster, C39H69FN4OPS2 overall. The level of theory is ωB97M-V/def2-TZVPD.

Last column: Mulliken charge in e.
CARTESIAN COORDINATES (ANGSTROEM)
C 3.6896 -1.1853 3.8875  -0.806
C 5.2944 -1.4830 3.5588  -0.460
C 5.8513 -0.4099 2.4493  -0.198
C 6.3524 -1.1321 1.0322  -0.937
N 5.8545 -0.3771 -0.2108  0.534
C 7.0075 0.1528 -1.0370  -0.740
C 7.9231 1.2947 -0.2942  -0.635
C 7.1178 2.6562 0.1368  -0.480
C 6.3854 3.3758 -1.1436  -0.528
C 4.8020 3.7329 -0.7396  0.352
C 4.3847 5.3038 -0.7990  -0.595
N 2.9843 5.7575 -0.5043  -0.373
C 2.0495 4.6336 -0.1547  -0.139
C 0.4609 5.0606 0.1319  -0.260
C 0.0738 6.6673 0.0477  -0.670
O 0.9223 7.4996 0.9642  -0.388
C 0.7903 7.0115 2.3471  -0.104
C 2.2205 6.2976 2.8228  -0.671
C -0.6486 3.8601 0.4845  0.100
P -2.4537 4.4284 0.7372  -0.087
C -3.4858 4.3768 -0.8686  -0.567
C -3.2939 2.9159 -1.6203  -0.522
C -3.3122 3.5614 2.2055  -0.625
C -4.5712 2.5696 1.7656  -0.551
C -0.1695 2.2687 0.5997  0.371
C -1.2769 1.0954 0.9930  0.408
C -0.6859 -0.4329 0.9105  0.558
C -1.9414 -1.4354 1.3725  -0.924
F 0.4025 -0.7077 1.9219  -0.348
C 1.4089 1.9436 0.3052  -0.247
C 2.5597 3.0897 -0.0910  0.033
N 3.9403 2.5599 -0.3657  0.168
C 4.9382 -1.2850 -1.0035  -0.441
S 3.4281 -1.7411 -0.2822  -0.058
S 5.2855 -2.0061 -2.6980  -0.136
C 4.4992 -1.0063 -4.0737  -0.655
C 3.2153 -0.0918 -3.6228  0.266
C 1.7685 -0.8700 -3.9257  -0.847
H 3.1817 -0.9009 2.8620  0.123
H 3.1563 -2.1304 4.3464  0.301
H 3.5515 -0.3140 4.6637  0.276
H 5.3631 -2.6106 3.2278  0.294
H 5.8513 -1.3380 4.6007  0.252
H 6.7922 0.1208 2.9106  0.308
H 5.0220 0.3993 2.2822  0.131
H 7.5295 -1.2084 1.0588  0.277
H 5.9420 -2.2349 1.0803  0.483
H 6.6416 0.5128 -2.1079  0.193
H 7.7270 -0.7674 -1.2457  0.413
H 8.3737 0.8212 0.7021  0.289
H 8.8495 1.5271 -1.0066  0.347
H 6.3390 2.4197 0.9831  0.180
H 7.9259 3.4169 0.5599  0.348
H 6.9251 4.4027 -1.4260  0.354
H 6.4204 2.7022 -2.1100  0.198
H 5.1891 6.1178 -1.1024  0.250
H -1.0324 6.9115 0.3391  0.347
H 0.3435 7.0075 -1.0600  0.293
H 0.6761 7.9621 3.0520  0.325
H -0.1473 6.3371 2.5425  0.045
H 3.0400 6.7469 2.0855  0.148
H 2.2108 5.1289 2.7108  0.128
H 2.5527 6.6566 3.9081  0.344
H -4.6030 4.7045 -0.7353  0.398
H -2.9956 5.1759 -1.6073  0.320
H -3.3629 3.1530 -2.7880  0.350
H -2.1834 2.5165 -1.4563  0.135
H -4.1171 2.1549 -1.2801  0.020
H -2.5536 3.0335 2.9536  0.343
H -3.8187 4.4265 2.8538  0.461
H -5.3268 2.6096 2.6890  0.348
H -4.2627 1.4466 1.6462  -0.068
H -5.1870 2.9817 0.8468  0.170
H -1.5320 1.2874 2.1430  0.191
H -2.2217 1.1377 0.2998  -0.138
H -0.3188 -0.7291 -0.1851  0.026
H -1.4811 -2.4744 1.7361  0.323
H -2.7550 -1.5608 0.5375  0.088
H -2.4033 -0.9103 2.3395  0.273
H 1.7500 0.8051 0.3517  -0.148
H 5.2398 -0.3221 -4.6755  0.323
H 4.0808 -1.7977 -4.8633  0.395
H 3.2756 0.3504 -2.5379  -0.286
H 3.2047 0.8499 -4.3539  0.340
H 1.9067 -2.0084 -4.1625  0.291
H 1.2948 -0.3867 -4.9055  0.290
H 0.9775 -0.6619 -3.0625  0.070
C -5.2167 -2.3509 -1.3548  -1.289
C -5.4118 -2.8287 0.0734  -0.230
C -5.0310 -4.2826 0.3698  -0.708
N -5.9081 -5.3981 -0.2668  0.194
C -5.4814 -6.7091 0.4440  -0.567
C -6.0740 -7.9547 -0.2001  -0.656
C -5.7433 -8.0284 -1.6800  -0.697
C -6.2142 -6.7735 -2.3916  -0.746
C -5.6295 -5.5100 -1.7720  -0.383
C -7.3847 -5.1174 0.0073  -0.963
H -6.0803 -2.5945 -1.9779  0.382
H -5.1204 -1.2601 -1.3731  0.330
H -4.3138 -2.7747 -1.8048  0.312
H -6.4319 -2.6068 0.4043  0.370
H -4.7628 -2.2079 0.7055  0.265
H -5.0979 -4.4311 1.4551  0.331
H -3.9943 -4.4796 0.0712  0.434
H -4.3861 -6.7520 0.4001  0.404
H -5.7890 -6.6305 1.4931  0.441
H -5.6732 -8.8423 0.3033  0.376
H -7.1596 -7.9868 -0.0566  0.310
H -6.2169 -8.9105 -2.1260  0.378
H -4.6620 -8.1460 -1.8134  0.299
H -7.3095 -6.7303 -2.3829  0.312
H -5.9172 -6.8229 -3.4456  0.414
H -6.0704 -4.6438 -2.2642  0.192
H -4.5417 -5.4885 -1.9038  0.409
H -7.6809 -4.2218 -0.5448  0.343
H -7.5135 -4.9717 1.0834  0.329
H -7.9865 -5.9626 -0.3316  0.456

Cartesian forces, eV/Å:
0.15 -0.13 -0.39
-0.99 0.32 1.04
0.64 -0.22 0.34
-0.32 -0.28 1.95
0.18 -2.93 -2.04
1.52 -0.41 -0.87
-0.09 -0.33 0.46
0.74 0.10 -0.26
-0.96 0.68 0.34
-0.96 -0.37 0.09
-3.60 -2.19 1.01
2.84 -5.41 -0.22
0.39 -0.19 -0.25
-0.29 -3.66 0.54
0.90 -0.02 -0.20
-1.73 -2.42 0.15
1.02 0.61 1.75
0.29 0.80 -0.58
3.72 -0.27 -1.07
0.81 1.74 0.76
0.80 -1.06 -1.60
0.12 0.93 -1.07
-1.35 -0.73 0.76
-0.62 0.28 1.50
3.86 2.01 -1.48
1.95 0.21 0.71
-1.18 -0.76 0.29
1.06 0.49 1.05
-2.37 0.92 -2.43
-2.39 1.88 0.17
-1.93 -0.51 0.44
-1.43 7.57 -0.75
-1.83 1.27 1.88
3.00 0.81 -1.23
0.17 0.81 0.33
-1.59 1.09 -1.23
-0.66 0.52 -1.10
-0.27 0.92 -0.35
0.78 -0.59 2.18
1.11 1.83 -0.99
0.38 -1.58 -1.66
0.15 2.31 0.51
-0.93 -0.51 -2.39
-1.84 -0.85 -0.89
1.63 -1.59 -0.02
-2.36 0.29 -0.36
0.71 2.28 -0.44
0.54 -0.67 2.48
-1.22 1.91 0.24
-0.92 1.01 -2.16
-2.12 -0.41 1.48
1.52 0.40 -1.78
-1.79 -1.64 -0.74
-1.24 -2.29 0.69
-0.28 1.29 2.04
-2.01 -1.91 0.76
1.97 -1.03 -0.81
-0.66 -0.60 2.52
0.12 -1.86 -1.68
1.77 1.14 -0.69
-1.77 -1.10 1.53
0.02 2.33 0.35
-0.99 -1.03 -2.24
2.20 -0.77 0.02
-0.96 -1.59 1.89
-0.13 -0.93 2.44
-2.54 0.82 -0.19
1.72 1.33 -0.72
-1.56 1.04 -1.82
1.27 -1.74 -1.59
1.52 -0.26 -2.02
-0.49 2.20 -0.08
1.54 -0.93 1.78
0.25 -0.48 -2.63
1.82 0.07 1.45
-0.38 0.74 2.63
-1.09 2.25 -1.05
1.73 0.29 1.54
0.77 -1.26 -2.16
-0.60 2.76 -0.06
-1.06 -1.43 1.56
1.09 1.52 1.88
-0.01 -1.16 -2.05
0.18 -1.97 1.64
-0.26 2.14 0.84
1.04 -1.06 2.06
1.81 -0.73 -1.76
-0.11 0.21 -0.28
0.03 0.00 0.06
-0.41 0.06 0.09
0.23 0.07 0.48
-0.21 0.11 -0.23
-0.08 -0.10 0.01
-0.01 -0.24 -0.15
-0.08 -0.14 -0.01
-0.25 -0.16 0.05
0.69 -0.16 -0.27
0.16 0.02 -0.10
-0.01 -0.20 -0.02
-0.10 0.08 -0.01
0.14 -0.10 0.07
-0.13 -0.40 0.12
-0.05 -0.18 -0.27
-0.28 -0.08 -0.07
-0.22 0.18 -0.05
0.08 0.20 -0.25
-0.04 0.29 0.12
0.10 0.01 0.03
0.12 0.16 0.09
-0.04 0.00 0.01
0.10 0.04 -0.02
-0.04 0.25 0.18
0.19 0.05 0.27
-0.19 0.04 0.18
0.11 -0.17 0.15
0.06 -0.01 -0.22
0.20 0.15 0.09

Properties
**Lowest unoccupied orbital energy**: -2.41 eV
**Kohn-Sham gap**: 6.486 eV
**Charge**: +1
**F_max**: 7.7 eV/A
**HOMO energy**: -0.327 Ha
**E**: -83218.5935 eV